Formula: C2H8O
Source: OMol25
Level of theory: ωB97M-V with the def2-TZVPD basis set

Atoms and positions in Å:
1 C 0.5410 -3.0731 0.0351
2 C 0.9660 -2.2358 1.2203
3 H -0.6309 -3.0871 -0.1632
4 H 1.0363 -3.9176 -0.1676
5 H 0.8555 -2.4591 -0.9065
6 H 1.9364 -1.7065 1.3312
7 H 0.0850 -1.6593 1.4526
8 H 1.0611 -2.9137 2.0536
9 H -1.2409 4.0559 -1.6105
10 H -1.8983 4.8465 -0.4227
11 O -1.2808 4.8368 -1.1374

Output
**ΔE to the lowest compared entry with this formula, charge and spin**: 23.66 kcal/mol
**SMILES**: CC.O
**Frontier orbital gap**: 12.09 eV